{"formula": "C3H6S2", "method": "ωB97M-V/def2-TZVPD", "max_force_ha_per_bohr": 0.048, "de_lowest_kj_mol": 306.00, "homo_lumo_gap_ev": [7.30, 7.33], "lumo_ev": [0.34, 0.28], "multiplicity": 1, "species": ["S", "S", "C", "C", "C", "H", "H", "H", "H", "H", "H"], "positions_angstrom": [[1.415, -0.492, 0.652], [1.043, -0.764, -2.111], [0.640, 0.026, 1.981], [0.452, -0.093, -0.666], [-0.975, 0.288, -0.527], [-1.064, 1.349, -0.214], [-1.300, 0.034, -1.570], [0.351, -0.005, -2.942], [1.273, -0.175, 2.829], [-1.516, -0.459, 0.139], [-0.321, 0.289, 2.431]]}


{"formula": "C4H2NO3", "method": "ωB97M-V/def2-TZVPD", "max_force_ha_per_bohr": 0.066, "de_lowest_kj_mol": 97.77, "charge": -1, "homo_lumo_gap_ev": 7.14, "lumo_ev": 4.16, "multiplicity": 1, "species": ["O", "O", "O", "N", "C", "C", "C", "C", "H", "H"], "positions_angstrom": [[-1.614, 0.207, 0.430], [-3.125, -1.553, 0.316], [-4.213, 1.334, 0.089], [-0.916, -1.817, -0.349], [-0.262, 0.286, 0.085], [-4.287, 0.641, -0.793], [0.163, -0.952, -0.276], [-1.969, -1.141, 0.093], [0.281, 1.125, 0.539], [1.125, -0.927, -0.654]]}


{"formula": "C10H16", "method": "ωB97M-V/def2-TZVPD", "max_force_ha_per_bohr": 0.147, "de_lowest_kj_mol": 283.68, "homo_lumo_gap_ev": 10.04, "lumo_ev": 0.98, "multiplicity": 1, "smiles": "CCc1ccccc1.CC", "species": ["C", "C", "C", "C", "C", "C", "C", "C", "C", "C", "H", "H", "H", "H", "H", "H", "H", "H", "H", "H", "H", "H", "H", "H", "H", "H"], "positions_angstrom": [[0.318, -1.428, 0.203], [1.158, 2.058, 1.801], [0.415, -1.252, -2.466], [2.127, 2.310, 0.617], [1.358, -2.153, -0.453], [-3.098, -0.567, 0.590], [-0.651, -0.720, -0.418], [1.436, -2.021, -1.807], [-1.786, 0.171, 0.358], [-0.659, -0.757, -1.809], [0.102, -1.526, 1.239], [-2.093, 1.102, -0.323], [-3.196, -1.633, 0.560], [2.192, -2.618, -2.344], [0.276, 1.326, 1.475], [1.715, 1.612, 2.665], [1.763, 3.078, -0.013], [-1.582, -0.235, -2.201], [2.205, 1.271, 0.102], [-3.331, -0.377, 1.619], [-3.933, -0.170, 0.032], [3.023, 2.616, 0.783], [0.879, 3.215, 2.048], [0.548, -1.107, -3.546], [2.049, -2.616, 0.076], [-1.235, 0.422, 1.214]]}


{"formula": "C7H16N6O15Pb", "method": "ωB97M-V/def2-TZVPD", "max_force_ha_per_bohr": 0.183, "de_lowest_kj_mol": 1364.86, "charge": -2, "homo_lumo_gap_ev": 2.47, "lumo_ev": 0.00, "multiplicity": 1, "species": ["Pb", "O", "O", "O", "O", "O", "O", "O", "O", "O", "O", "O", "O", "O", "O", "O", "N", "N", "N", "N", "N", "N", "C", "C", "C", "C", "C", "C", "C", "H", "H", "H", "H", "H", "H", "H", "H", "H", "H", "H", "H", "H", "H", "H", "H"], "positions_angstrom": [[-0.500, -11.309, 0.103], [0.879, -7.415, 3.097], [-5.373, -12.271, -4.685], [3.927, -12.669, -1.973], [-0.257, -17.786, 0.979], [-0.591, -7.211, -2.335], [-3.900, -11.359, -3.464], [-5.296, -10.065, -4.554], [-2.496, -6.190, -1.644], [-6.500, -11.932, 1.323], [-2.399, -17.965, 0.551], [-1.514, -15.984, 0.661], [-4.694, -11.220, 2.323], [-6.672, -11.380, 3.459], [-1.540, -5.698, -3.450], [2.903, -13.313, 3.066], [-0.336, -6.200, 4.534], [3.781, -15.307, 3.284], [1.796, -5.709, 4.006], [5.978, -12.339, -2.594], [4.928, -13.430, 3.640], [5.455, -14.346, -2.287], [-1.530, -6.385, -2.505], [0.732, -6.509, 3.903], [-4.836, -11.227, -4.287], [5.076, -13.106, -2.172], [-1.394, -17.257, 0.811], [-5.956, -11.512, 2.353], [3.829, -14.031, 3.357], [-1.066, -6.860, 4.305], [5.490, -11.524, -2.937], [-2.616, -5.263, -1.864], [1.673, -5.017, 4.732], [-5.840, -11.137, 3.872], [4.541, -15.867, 3.644], [-4.854, -9.487, -3.927], [2.679, -6.049, 3.653], [4.690, -14.965, -2.061], [5.725, -14.051, 3.651], [-0.494, -18.709, 1.095], [6.193, -14.534, -2.950], [-0.298, -5.548, 5.304], [5.079, -12.434, 3.709], [2.920, -15.777, 3.043], [6.913, -12.642, -2.827]]}


{"formula": "C6H13N2O", "method": "ωB97M-V/def2-TZVPD", "max_force_ha_per_bohr": 0.075, "de_lowest_kj_mol": 331.37, "charge": 1, "homo_lumo_gap_ev": [5.54, 7.77], "lumo_ev": [-5.83, -8.19], "multiplicity": 3, "species": ["O", "N", "N", "C", "C", "C", "C", "C", "C", "H", "H", "H", "H", "H", "H", "H", "H", "H", "H", "H", "H", "H"], "positions_angstrom": [[3.243, 0.004, -0.069], [2.051, -0.011, -0.067], [1.319, -1.052, 0.111], [0.088, 1.599, 1.228], [-0.094, -0.699, 0.016], [-0.856, -1.203, 1.245], [-0.680, -1.319, -1.253], [-0.275, 1.577, -1.251], [0.012, 0.841, -0.021], [0.608, 2.544, 1.072], [1.674, -2.005, 0.243], [-1.860, -0.788, 1.259], [-0.186, -0.962, -2.149], [-1.192, 1.209, -1.721], [-0.355, -0.937, 2.171], [0.506, 1.422, -2.001], [-0.564, -2.398, -1.215], [-0.359, 2.646, -1.068], [0.538, 1.062, 2.057], [-0.933, 1.867, 1.526], [-1.742, -1.111, -1.321], [-0.943, -2.285, 1.205]]}


{"formula": "C10H20BClO6", "method": "ωB97M-V/def2-TZVPD", "max_force_ha_per_bohr": 0.044, "homo_lumo_gap_ev": 10.48, "lumo_ev": 0.38, "multiplicity": 1, "smiles": "COCCCB(Cl)CC(=O)O.CCOC(=O)OC", "species": ["Cl", "O", "O", "O", "O", "O", "O", "C", "C", "C", "C", "C", "C", "C", "C", "C", "C", "B", "H", "H", "H", "H", "H", "H", "H", "H", "H", "H", "H", "H", "H", "H", "H", "H", "H", "H", "H", "H"], "positions_angstrom": [[-0.009, 1.995, -4.030], [0.621, -1.767, -4.399], [-1.701, 1.853, 1.258], [-1.400, -0.904, -4.888], [1.354, -1.396, 0.882], [2.309, -2.650, 2.500], [0.449, -1.659, 2.931], [-1.368, 1.913, -1.527], [-0.502, -1.065, -4.072], [1.376, -1.847, 1.998], [-2.896, 1.766, 0.513], [-0.599, -0.761, 2.544], [4.387, -1.793, 1.538], [-1.261, 3.168, 1.516], [-0.533, -0.482, -2.671], [-2.636, 1.309, -0.922], [3.408, -2.943, 1.625], [-0.715, 1.084, -2.675], [-1.345, -0.796, 3.332], [5.249, -2.079, 0.935], [3.888, -3.815, 2.063], [-1.555, 3.861, 0.735], [3.926, -0.917, 1.083], [-1.597, 2.897, -1.923], [-0.218, 0.250, 2.454], [-1.048, -1.070, 1.604], [0.418, -0.675, -2.177], [3.028, -3.225, 0.643], [-3.529, 1.035, 1.007], [-1.618, 3.517, 2.480], [-3.477, 1.652, -1.517], [1.022, -2.099, -3.595], [-2.643, 0.227, -0.980], [-3.445, 2.704, 0.517], [-0.600, 2.067, -0.771], [4.733, -1.512, 2.533], [-1.295, -0.998, -2.100], [-0.177, 3.155, 1.554]]}


{"formula": "C30H24CrN4O6", "method": "ωB97M-V/def2-TZVPD", "max_force_ha_per_bohr": 0.009, "de_lowest_kj_mol": 70.55, "charge": -1, "homo_lumo_gap_ev": [7.10, 6.72], "lumo_ev": [1.53, 1.15], "multiplicity": 4, "species": ["Cr", "O", "O", "O", "O", "O", "O", "N", "N", "N", "N", "C", "C", "C", "C", "C", "C", "C", "C", "C", "C", "C", "C", "C", "C", "C", "C", "C", "C", "C", "C", "C", "C", "C", "C", "C", "C", "C", "C", "C", "C", "H", "H", "H", "H", "H", "H", "H", "H", "H", "H", "H", "H", "H", "H", "H", "H", "H", "H", "H", "H", "H", "H", "H", "H"], "positions_angstrom": [[-0.080, -0.622, 0.051], [3.029, -2.237, 2.130], [-0.188, -2.477, -0.449], [-1.437, -4.317, -0.176], [-6.500, -3.364, -0.047], [-7.143, -1.182, -0.046], [-2.124, 2.180, 1.969], [1.856, -1.071, 0.490], [-2.177, -0.876, -0.217], [-0.504, 1.326, 0.513], [-0.044, -0.609, 2.004], [2.055, -1.646, 1.693], [-3.170, 0.027, -0.234], [-0.208, 4.151, 1.349], [-0.912, 0.280, 3.975], [4.283, 0.000, -2.077], [-0.084, -0.603, 4.666], [-4.499, -0.346, -0.199], [3.371, 0.045, -1.027], [4.189, -2.391, -2.087], [-0.480, 2.026, -1.811], [-3.809, -2.624, -0.129], [2.757, -3.703, -0.508], [0.877, -1.361, 4.005], [-0.453, 3.718, -0.070], [-0.308, 0.613, -2.330], [-0.511, 4.693, -1.061], [-0.527, 3.032, -2.767], [-0.828, 0.279, 2.598], [4.689, -1.210, -2.611], [0.894, -1.308, 2.623], [-4.844, -1.691, -0.134], [-2.507, -2.185, -0.181], [-1.325, -3.117, -0.257], [3.270, -2.395, -1.041], [2.853, -1.158, -0.523], [-1.267, 1.383, 1.642], [-6.330, -2.129, -0.084], [-0.529, 2.363, -0.445], [2.982, 1.381, -0.447], [-0.582, 4.367, -2.403], [1.633, -1.929, 4.528], [-0.627, 5.141, -3.158], [3.833, 2.063, -0.469], [-0.467, 5.734, -0.759], [-0.502, 2.757, -3.816], [0.298, 5.117, 1.351], [-1.559, 0.986, 4.476], [4.509, -3.343, -2.498], [0.431, 3.431, 1.868], [2.635, 1.291, 0.581], [4.687, 0.931, -2.463], [5.399, -1.236, -3.429], [-4.038, -3.681, -0.100], [1.681, -3.669, -0.340], [0.417, -0.003, -1.766], [-1.234, 0.054, -2.453], [-2.879, 1.068, -0.282], [3.236, -3.938, 0.444], [-0.126, -0.627, 5.748], [2.973, -4.504, -1.216], [0.208, 0.646, -3.289], [-1.132, 4.229, 1.921], [-5.295, 0.386, -0.213], [2.179, 1.857, -1.017]]}


{"formula": "C9H11N5", "method": "ωB97M-V/def2-TZVPD", "max_force_ha_per_bohr": 0.104, "de_lowest_kj_mol": 281.66, "homo_lumo_gap_ev": 7.78, "lumo_ev": 0.43, "multiplicity": 1, "smiles": "[H]/N=C(/N)NC1=Nc2ccccc2NC1", "species": ["N", "N", "N", "N", "N", "C", "C", "C", "C", "C", "C", "C", "C", "C", "H", "H", "H", "H", "H", "H", "H", "H", "H", "H", "H"], "positions_angstrom": [[2.931, 0.147, 1.449], [-1.873, -1.038, -0.527], [3.274, -1.872, 2.289], [1.301, -1.406, 1.403], [0.777, 0.187, -0.181], [-0.339, 0.864, -0.638], [2.462, -0.969, 1.733], [-0.094, 2.213, -0.940], [-2.650, 1.076, -1.322], [0.449, -0.977, 0.417], [-1.069, 2.927, -1.690], [-0.787, -1.822, 0.213], [-1.609, 0.307, -0.785], [-2.393, 2.371, -1.752], [-0.560, -2.714, -0.403], [1.174, -2.194, 1.928], [4.246, -1.456, 2.229], [-0.781, 3.898, -2.138], [3.228, -2.874, 2.044], [-3.695, 0.719, -1.441], [-1.202, -2.140, 1.214], [-2.614, -1.479, -1.030], [-3.202, 2.880, -2.263], [0.891, 2.576, -0.842], [2.134, 0.774, 1.032]]}


Values of total energy, in order: -914.159124; -434.127411; -390.527826; -1926.152293; -420.700403; -1329.566161; -2872.794932; -623.277189, all in Ha.